No. 1
16
Properties=species:S:1:pos:R:3 method="wB97M-V/def2-TZVPD" relative_energy_kcal_mol=22.2 s_squared=2.008 homo_ev="-9.91 / -14.69" total_energy_ev=-9309.7549 spin_multiplicity=3 gap_ev="6.778 / 7.442" charge=+1
C -0.9318 -1.0415 0.1036
C -2.0057 -0.2132 -0.0120
C 0.7342 -0.6203 0.0775
C 1.3094 0.7259 0.3822
N 1.5367 -1.5984 -0.0061
N -2.2464 1.0586 -0.1246
O 2.5255 0.9093 -0.1338
H -0.8086 -2.0345 0.5433
H -2.9265 -0.6795 0.0905
H 1.3729 0.8084 1.5345
H 0.5933 1.6046 0.1708
H 2.4851 -1.4450 0.1482
H 1.3219 -2.5015 -0.2427
H -3.1530 1.3333 -0.4351
H -1.6219 1.8434 -0.4613
H 2.4673 1.0390 -1.0975

***

No. 2
91
Properties=species:S:1:pos:R:3 method="wB97M-V/def2-TZVPD" relative_energy_kcal_mol=2.3 s_squared=2.008 homo_ev="-4.22 / -4.22" total_energy_ev=-86792.4362 spin_multiplicity=3 gap_ev="6.772 / 5.911" charge=-1
C -2.0960 -0.3044 -4.4673
C -1.3106 -1.4022 -3.8348
H -1.6591 0.1313 -5.3764
H -2.2949 0.5070 -3.7658
H -3.0665 -0.7630 -4.7254
C -0.7632 -2.3881 -4.5591
C -0.7664 -2.4862 -6.0643
H -0.3241 -3.2685 -4.0651
H -0.4478 -1.5751 -6.6030
H -1.7733 -2.7494 -6.4319
H -0.0941 -3.3101 -6.3626
Pd 1.1411 2.2563 -1.3868
Cl -1.9137 2.1141 -1.2460
C -0.4162 -1.3046 1.3493
O 0.3763 -0.4826 0.9061
N -0.0271 -2.4310 2.0791
C 1.3551 -2.8476 2.1092
C -1.0021 -3.3529 2.6119
H -1.4627 -1.4027 1.0097
H 1.9964 -1.9655 2.0074
H 1.5758 -3.5496 1.2892
H 1.5510 -3.3460 3.0694
H -1.9330 -2.8103 2.8014
H -0.6340 -3.7703 3.5615
H -1.1957 -4.1932 1.9249
H 1.9471 2.7802 3.9000
H -1.4848 3.9324 4.2333
C 1.5819 3.7065 3.4389
C -0.7597 4.4685 3.6137
N 0.1876 3.5258 3.0506
H 2.2158 3.9370 2.5687
C -0.1510 2.7513 1.9787
O 0.6800 2.0986 1.3367
H -1.3193 5.0057 2.8375
H -1.2371 2.7972 1.7501
H 1.6067 4.5312 4.1658
H -0.2137 5.1893 4.2328
H 2.5043 0.3094 -4.3037
H 2.3571 -2.5631 -3.6213
C 3.4113 0.1814 -3.6600
C 3.2399 -2.1874 -3.0672
N 3.0606 -0.8038 -2.6355
H 3.6954 1.1525 -3.2293
C 2.6302 -0.4625 -1.3952
O 2.7506 0.6842 -0.8912
H 3.4590 -2.8505 -2.2133
H 2.1864 -1.3042 -0.8117
H 4.1636 -0.2766 -4.3107
H 4.0916 -2.1827 -3.7684
O -0.4964 -0.5333 -1.7312
C -1.2587 -1.4236 -2.3013
C 0.2952 -3.2828 -1.4509
C -1.0064 -2.8409 -1.6633
H 1.1177 -2.5848 -1.6885
C 0.5381 -4.5623 -0.9213
H -2.2557 -1.0475 -2.0032
C -2.0841 -3.6143 -1.2402
H 1.5659 -4.9390 -0.8395
C -0.5560 -5.3304 -0.5046
C -1.8583 -4.8403 -0.6195
H -3.0864 -3.2292 -1.4003
H -0.3885 -6.2947 -0.0291
H -2.7026 -5.4087 -0.2303
Si -0.7231 3.7745 -1.2012
Cl 0.9797 1.0415 -3.4447
C 1.3120 4.1101 -0.6957
C -1.8748 5.0624 -0.4837
C -0.5543 4.2385 -3.0318
H 2.0733 3.4614 -0.1710
H 1.0381 4.8049 0.1187
H 1.8510 4.6485 -1.4831
H 0.4096 4.0255 -3.4890
H -0.6919 5.3216 -3.1330
H -1.2872 3.7641 -3.6877
H -2.1621 4.8177 0.5562
H -2.7632 5.0374 -1.1579
H -1.3775 6.0522 -0.5590
C -1.7734 1.4250 5.1433
Si -0.9168 -0.1063 4.4018
C 0.9712 0.1838 4.3779
C -1.0807 -1.5096 5.6752
O -1.5238 -0.4293 2.9713
H -2.3923 1.1224 6.0008
H -2.4382 1.8818 4.3991
H -1.0596 2.1810 5.4965
H 1.2658 0.9742 5.0773
H 1.4951 -0.7293 4.6848
H 1.3314 0.4588 3.3710
H -1.7790 -2.2909 5.3378
H -0.1114 -1.9924 5.8832
H -1.4603 -1.1234 6.6358

***

No. 3
107
Properties=species:S:1:pos:R:3 method="wB97M-V/def2-TZVPD" homo_ev=-3.40 total_energy_ev=-102214.7361 gap_ev=5.607 charge=-1
Y -0.2646 0.1044 -0.3802
C -1.9278 2.0472 4.3998
C -1.0071 1.6917 3.2362
C 0.3263 2.4324 3.3496
C -0.7962 0.2057 3.1496
C -1.1696 -0.7467 4.1016
C -0.7882 -1.9644 3.5777
C -1.0412 -3.3098 4.1890
C -2.4859 -3.7321 3.8988
C -0.7652 -3.3019 5.6932
N -0.1995 -1.7375 2.3847
N -0.2066 -0.3984 2.1117
B 0.5017 -2.7860 1.4771
N 1.8788 -2.2315 1.0552
N 1.9907 -1.0054 0.4692
C 3.2850 -0.7218 0.3915
C 4.0335 -1.7903 0.9092
C 3.1133 -2.7275 1.3228
C 3.4656 -4.0870 1.8660
C 3.0257 -5.1934 0.9024
C 3.0441 -4.3435 3.3176
C 3.8068 0.6006 -0.0801
C 3.9243 1.5586 1.1103
C 5.1474 0.4550 -0.7937
N -0.3270 -3.2025 0.2113
N -0.3581 -2.3108 -0.8189
C -0.6925 -2.9664 -1.9296
C -0.9219 -4.3080 -1.6085
C -0.6982 -4.4244 -0.2423
C -1.0357 -5.7252 0.4693
C -2.5565 -5.9490 0.3442
C -0.6621 -5.9491 1.9293
C -0.7749 -2.2954 -3.2668
C 0.3736 -2.7671 -4.1607
C -2.1380 -2.5146 -3.9194
H -2.0972 3.1259 4.4309
H -1.4896 1.7526 5.3582
H -2.8968 1.5506 4.3017
H -1.4828 2.0040 2.3087
H 0.8443 2.1564 4.2733
H 0.1698 3.5144 3.3508
H 0.9643 2.1787 2.5078
H -1.6657 -0.5745 5.0433
H -0.3639 -4.0253 3.7301
H -3.1815 -3.0450 4.3871
H -2.6836 -4.7438 4.2653
H -2.6962 -3.6975 2.8258
H -1.4406 -2.6182 6.2134
H 0.2596 -2.9876 5.9004
H -0.9136 -4.3007 6.1120
H 0.6543 -3.7753 2.1024
H 5.1084 -1.8786 0.9673
H 4.5577 -4.0905 1.8696
H 1.9466 -5.1805 0.7502
H 3.3126 -6.1785 1.2834
H 3.4927 -5.0493 -0.0741
H 1.9681 -4.4677 3.4285
H 3.3524 -3.5118 3.9558
H 3.5270 -5.2540 3.6857
H 3.0875 1.0105 -0.7865
H 4.6131 1.1639 1.8637
H 2.9525 1.7028 1.5857
H 4.2956 2.5342 0.7827
H 5.9277 0.1062 -0.1089
H 5.4637 1.4194 -1.1965
H 5.0742 -0.2517 -1.6236
H -1.2326 -5.0962 -2.2778
H -0.5384 -6.5011 -0.1198
H -3.0877 -5.1901 0.9279
H -2.8340 -6.9316 0.7359
H -2.8923 -5.8806 -0.6891
H -1.1858 -5.2475 2.5736
H 0.4049 -5.8788 2.1244
H -0.9874 -6.9548 2.2092
H -0.6302 -1.2313 -3.1036
H 0.2967 -3.8397 -4.3657
H 1.3330 -2.5653 -3.6806
H 0.3511 -2.2288 -5.1110
H -2.3146 -3.5766 -4.1200
H -2.1877 -1.9769 -4.8678
H -2.9339 -2.1296 -3.2788
S -0.7098 3.9696 -3.1758
Sb -0.6430 1.7451 -3.6758
S -2.3211 0.6417 -2.0751
S 1.2439 0.7934 -2.3934
S -3.5277 1.9799 -1.0540
N -3.1179 -2.0721 0.1752
C -4.3841 -2.2499 0.5962
C -4.6933 -1.1648 1.3808
C -3.5348 -0.3684 1.3602
N -2.5824 -0.9327 0.6369
H -2.5810 -2.6534 -0.4471
H -4.9596 -3.1135 0.2989
H -5.6311 -0.9565 1.8703
H -3.3674 0.5936 1.8114
C 1.5797 4.2030 -0.0924
N 0.1422 4.4361 -0.0435
C -0.3137 5.7483 -0.4457
C -0.7071 3.4206 0.0033
O -0.3607 2.2525 0.2823
H 2.0772 4.6647 0.7656
H 1.9685 4.6229 -1.0222
H 1.7678 3.1372 -0.1046
H -0.0645 5.9107 -1.4970
H 0.1619 6.5071 0.1797
H -1.3939 5.8099 -0.3293
H -1.7583 3.6345 -0.1909

***

No. 4
18
Properties=species:S:1:pos:R:3 method="wB97M-V/def2-TZVPD" relative_energy_kcal_mol=58.1 homo_ev="-8.17 / -7.88" total_energy_ev=-25969.4392 gap_ev="6.918 / 6.640"
C -0.9726 0.0670 0.1519
C 0.4243 -0.2239 0.1600
C 0.9281 -1.5806 0.5703
C -3.6223 0.5377 -0.1291
C 2.9974 0.5936 -0.5481
O 1.0314 2.4397 0.0600
P -2.0466 1.3688 -0.1173
P 1.5025 1.1132 0.5136
H -1.5378 -0.8491 0.1807
H 1.9802 -1.5192 0.7337
H 0.9779 -2.1480 -0.3845
H 0.5244 -2.1741 1.4172
H -4.3367 1.2023 0.2040
H -3.6535 -0.3345 0.5970
H -3.9096 0.2219 -1.1476
H 3.1433 -0.4819 -0.3235
H 3.9713 1.1106 -0.4538
H 2.5984 0.6566 -1.4845

***

No. 5
113
Properties=species:S:1:pos:R:3 method="wB97M-V/def2-TZVPD" smiles="COP(=O)(OC)OC.COP(=O)(OC)OC.COP(=O)(OC)OC.COP(=O)(OC)OC.ClCCl.ClCCl.ClCCl.ClCCl.ClCCl.OCCO.OCCO" relative_energy_kcal_mol=0.0 homo_ev=-8.50 total_energy_ev=-226055.1128 gap_ev=8.825
C -1.4824 -3.9762 4.0991
O -1.6783 -2.6252 4.4706
P -2.2268 -1.5629 3.4376
O -3.4929 -1.8613 2.7661
O -2.2551 -0.2833 4.3588
C -2.4784 0.9652 3.6626
O -1.0273 -1.3275 2.4094
C 0.2830 -0.9878 2.9100
H -1.4291 -4.5711 5.0111
H -0.5074 -4.1159 3.6312
H -2.2358 -4.4148 3.4455
H -1.6416 1.6423 3.7932
H -3.3698 1.3622 4.1465
H -2.7220 0.8141 2.6114
H 0.9734 -0.9165 2.0748
H 0.6118 -1.8162 3.5520
H 0.2805 -0.0907 3.5290
C 5.5556 3.2128 3.6439
O 5.8436 2.1560 2.7221
P 5.5877 2.4162 1.1951
O 4.1675 2.4064 0.8091
O 6.4828 3.6940 0.8802
C 6.2722 4.3675 -0.3671
O 6.4337 1.2279 0.5768
C 6.4852 0.8905 -0.8144
H 4.8522 2.8288 4.3813
H 5.0633 4.0823 3.1969
H 6.4667 3.5706 4.1159
H 6.3747 5.4470 -0.2672
H 5.2984 4.1075 -0.7782
H 7.0577 4.0960 -1.0789
H 5.8366 0.0169 -0.9383
H 7.4687 0.5460 -1.1170
H 6.0387 1.6513 -1.4477
C 1.4976 -7.2722 2.9209
O 1.7106 -7.2071 1.4999
P 2.7285 -6.1482 0.9064
O 4.1388 -6.5266 0.8615
O 2.0766 -5.7602 -0.4920
C 2.0821 -6.7181 -1.5247
O 2.4182 -4.8491 1.7469
C 3.1326 -3.6617 1.4906
H 0.4564 -7.5515 3.0558
H 1.6829 -6.3441 3.4606
H 2.1439 -8.0161 3.3939
H 1.0923 -6.9116 -1.9313
H 2.5833 -7.6598 -1.2824
H 2.6924 -6.3700 -2.3680
H 4.1295 -3.8604 1.0820
H 3.2506 -3.0669 2.3937
H 2.6762 -2.9931 0.7488
C -5.6595 -0.8046 -4.1672
O -6.9991 -1.1052 -3.8625
P -7.9975 0.0054 -3.3407
O -7.6572 0.5058 -2.0082
O -8.0334 1.0411 -4.5305
C -9.1560 1.8971 -4.7114
O -9.3888 -0.7327 -3.4698
C -9.5997 -2.0341 -2.9030
H -5.3170 0.1686 -3.8090
H -5.3769 -0.8735 -5.2212
H -5.0087 -1.5303 -3.6685
H -9.3360 2.0871 -5.7658
H -9.0265 2.8280 -4.1579
H -10.0937 1.4707 -4.3408
H -10.3703 -2.0591 -2.1300
H -8.6810 -2.4347 -2.4824
H -9.9622 -2.6626 -3.7198
C -6.1799 -1.6538 -0.1143
C -5.1140 -0.5753 0.0890
O -5.1213 -0.0398 1.3937
O -7.4738 -1.1632 0.1936
H -5.9780 -2.4411 0.6135
H -6.0677 -2.0263 -1.1417
H -5.2281 0.2361 -0.6416
H -4.1102 -0.9551 -0.1785
H -4.6280 -0.6390 2.0161
H -7.6861 -0.4219 -0.4270
C 2.2805 6.7239 -0.5422
C 2.4977 5.2460 -0.5193
O 2.9122 4.8645 0.7836
O 1.0612 7.0400 0.1365
H 2.2322 7.1363 -1.5521
H 3.1146 7.2048 -0.0232
H 3.2118 4.8932 -1.2732
H 1.5969 4.6552 -0.7430
H 3.2194 3.9262 0.8264
H 1.2225 7.7108 0.8029
C 0.0210 3.9515 1.6045
Cl -0.2490 2.2250 1.3614
Cl -0.1678 4.3405 3.3446
H 1.0262 4.2127 1.3104
H -0.7614 4.5059 1.1067
C 4.5003 1.9516 -4.7283
Cl 5.7957 0.8955 -4.1460
Cl 4.6779 3.5601 -3.9980
H 4.5577 2.0790 -5.7994
H 3.5596 1.5092 -4.4367
C -1.5248 1.9478 -1.5997
Cl -1.7439 1.0629 -3.1094
Cl -2.5925 3.3595 -1.3672
H -1.7223 1.2230 -0.8237
H -0.5461 2.3989 -1.6107
C 2.1818 0.5557 -0.7274
Cl 1.3046 -0.9322 -0.3970
Cl 1.8848 1.3072 -2.3276
H 1.7975 1.2800 -0.0217
H 3.2464 0.4084 -0.6347
C 5.9735 -1.9689 0.1871
Cl 4.7743 -1.8543 -1.1007
Cl 5.5674 -0.8979 1.5318
H 6.0221 -2.9728 0.5899
H 6.9391 -1.6725 -0.2028